{"formula": "C21H25Cl2", "method": "ωB97M-V/def2-TZVPD", "symbols": ["C", "C", "C", "C", "C", "C", "C", "C", "H", "H", "H", "H", "H", "H", "H", "H", "H", "H", "H", "H", "H", "H", "H", "H", "Cl", "C", "C", "C", "C", "C", "C", "C", "C", "C", "Cl", "C", "C", "C", "C", "H", "H", "H", "H", "H", "H", "H", "H", "H"], "positions_angstrom": [[0.959, 1.164, -3.265], [0.112, 2.344, -2.767], [0.520, 3.594, -3.572], [-1.358, 2.009, -3.082], [0.350, 2.591, -1.222], [-0.086, 1.504, -0.266], [-1.513, 1.582, 0.103], [0.769, 0.278, 0.199], [0.707, 0.242, -2.729], [0.761, 0.977, -4.333], [2.032, 1.359, -3.140], [-0.063, 4.474, -3.261], [1.587, 3.822, -3.421], [0.352, 3.436, -4.653], [-2.041, 2.792, -2.732], [-1.479, 1.910, -4.173], [-1.651, 1.049, -2.642], [1.430, 2.768, -1.120], [-0.153, 3.552, -1.003], [-2.078, 2.426, -0.328], [-2.029, 0.691, -0.236], [-1.767, 1.619, 1.156], [0.495, -0.489, -0.578], [1.859, 0.798, 0.393], [-5.376, -2.260, 0.612], [-3.726, -2.018, 1.084], [-3.436, -1.078, 2.092], [-2.084, -0.765, 2.338], [-1.035, -1.276, 1.557], [0.397, -0.421, 1.444], [1.496, -1.470, 2.013], [2.119, -1.226, 3.245], [3.229, -1.952, 3.702], [3.669, -3.036, 2.921], [5.036, -3.949, 3.467], [3.038, -3.366, 1.702], [1.964, -2.553, 1.266], [-1.341, -2.364, 0.739], [-2.685, -2.719, 0.449], [-4.239, -0.670, 2.708], [-1.803, -0.040, 3.114], [0.349, 0.451, 2.078], [1.683, -0.439, 3.864], [3.683, -1.764, 4.693], [3.324, -4.285, 1.194], [1.505, -2.782, 0.294], [-0.529, -2.922, 0.254], [-2.955, -3.588, -0.157]], "relative_energy_kj_mol": 0.0, "total_energy_ev": -47218.2764, "fmax_ev_per_a": 5.079, "homo_energy_ev": -11.42, "charge": 1}

{"formula": "C21H25ClF10N5O9S", "method": "ωB97M-V/def2-TZVPD", "symbols": ["O", "S", "O", "F", "N", "C", "C", "C", "C", "N", "C", "C", "N", "C", "N", "C", "C", "O", "N", "Cl", "H", "H", "H", "H", "H", "H", "H", "H", "H", "H", "C", "C", "O", "C", "O", "C", "F", "F", "F", "H", "H", "H", "H", "H", "C", "C", "O", "C", "O", "C", "F", "F", "F", "H", "H", "H", "H", "H", "C", "C", "O", "C", "O", "C", "F", "F", "F", "H", "H", "H", "H", "H"], "positions_angstrom": [[2.638, -1.889, -1.473], [1.911, -0.891, -2.130], [1.222, -1.213, -3.305], [2.805, 0.317, -2.362], [0.825, -0.296, -0.986], [1.119, 0.046, 0.299], [2.414, 0.002, 0.992], [3.159, 1.129, 1.176], [4.366, 1.129, 1.843], [4.866, 0.021, 2.358], [4.133, -1.060, 2.170], [2.946, -1.173, 1.513], [0.094, 0.496, 0.960], [-0.953, 0.467, 0.058], [-2.163, 0.883, 0.346], [-2.488, 1.427, 1.672], [-2.881, 0.356, 2.700], [-2.936, 0.995, 3.973], [-0.521, -0.012, -1.109], [-1.465, -0.178, -2.485], [2.790, 2.070, 0.774], [4.890, 2.071, 1.959], [4.537, -1.981, 2.582], [2.424, -2.114, 1.424], [-2.852, 0.829, -0.392], [-1.662, 2.013, 2.069], [-3.342, 2.081, 1.526], [-2.142, -0.448, 2.788], [-3.892, -0.010, 2.532], [-2.129, 1.508, 4.094], [-0.024, -3.808, -5.439], [-1.130, -2.776, -5.389], [-1.450, -2.293, -6.702], [-2.253, -3.071, -7.427], [-2.714, -4.114, -7.077], [-2.542, -2.404, -8.779], [-1.426, -1.920, -9.335], [-3.395, -1.381, -8.621], [-3.085, -3.262, -9.632], [0.849, -3.406, -5.953], [0.266, -4.108, -4.432], [-0.341, -4.695, -5.986], [-0.797, -1.909, -4.819], [-2.022, -3.169, -4.899], [6.206, -3.651, 6.801], [4.705, -3.477, 6.900], [4.366, -2.201, 7.475], [4.398, -1.162, 6.656], [4.680, -1.185, 5.493], [3.971, 0.107, 7.408], [4.569, 0.202, 8.597], [2.646, 0.105, 7.616], [4.270, 1.203, 6.713], [6.671, -3.504, 7.776], [6.449, -4.650, 6.440], [6.642, -2.921, 6.120], [4.285, -4.227, 7.568], [4.221, -3.595, 5.931], [-5.140, 4.652, -4.075], [-5.028, 3.610, -2.984], [-4.214, 4.084, -1.889], [-4.830, 4.886, -1.020], [-5.969, 5.231, -1.072], [-3.863, 5.279, 0.106], [-2.663, 5.637, -0.366], [-3.663, 4.242, 0.949], [-4.328, 6.290, 0.820], [-4.150, 4.966, -4.407], [-5.689, 4.253, -4.927], [-5.658, 5.541, -3.717], [-4.527, 2.722, -3.367], [-6.008, 3.301, -2.620]], "total_energy_ev": -98584.1527, "fmax_ev_per_a": 2.307, "homo_energy_ev": -12.94, "charge": 1}

{"formula": "C21H25FIN3O3", "method": "ωB97M-V/def2-TZVPD", "symbols": ["C", "C", "C", "I", "O", "C", "O", "O", "C", "C", "F", "H", "H", "H", "H", "H", "H", "H", "H", "H", "H", "C", "C", "C", "N", "C", "C", "H", "H", "H", "H", "H", "C", "C", "C", "N", "C", "C", "H", "H", "H", "H", "H", "C", "C", "C", "N", "C", "C", "H", "H", "H", "H", "H"], "positions_angstrom": [[1.558, 0.147, 2.411], [0.953, 0.857, 1.206], [0.249, 0.012, 0.159], [-0.946, -1.577, 0.977], [1.245, -0.466, -0.743], [0.843, -0.901, -1.959], [0.368, -1.967, -2.189], [1.068, 0.051, -2.887], [1.786, -0.370, -4.054], [2.553, 0.807, -4.578], [3.570, 1.144, -3.702], [2.360, -0.532, 2.113], [0.816, -0.396, 2.996], [2.007, 0.900, 3.064], [0.305, 1.677, 1.522], [1.780, 1.324, 0.662], [-0.483, 0.605, -0.391], [2.466, -1.187, -3.803], [1.090, -0.730, -4.819], [1.902, 1.676, -4.697], [2.997, 0.560, -5.546], [-4.914, -0.120, -3.577], [-3.725, -0.828, -3.517], [-2.964, -0.750, -2.359], [-3.315, -0.025, -1.299], [-4.461, 0.649, -1.369], [-5.293, 0.635, -2.478], [-5.536, -0.157, -4.462], [-3.389, -1.434, -4.348], [-2.035, -1.304, -2.273], [-4.725, 1.229, -0.491], [-6.215, 1.201, -2.476], [-1.025, -6.756, 3.979], [-1.750, -5.602, 3.729], [-1.070, -4.395, 3.664], [0.245, -4.280, 3.834], [0.928, -5.396, 4.075], [0.345, -6.652, 4.156], [-1.518, -7.718, 4.035], [-2.822, -5.633, 3.583], [-1.605, -3.471, 3.468], [1.998, -5.277, 4.210], [0.954, -7.524, 4.352], [2.722, 6.591, 0.518], [1.939, 6.647, 1.659], [1.265, 5.502, 2.056], [1.327, 4.346, 1.399], [2.084, 4.307, 0.304], [2.797, 5.394, -0.177], [3.264, 7.463, 0.175], [1.849, 7.559, 2.234], [0.643, 5.511, 2.945], [2.118, 3.356, -0.217], [3.395, 5.299, -1.073]], "total_energy_ev": -43612.2836, "fmax_ev_per_a": 0.677, "homo_energy_ev": -8.67}

{"formula": "C21H25HgN3O3", "method": "ωB97M-V/def2-TZVPD", "symbols": ["C", "C", "H", "H", "C", "C", "H", "H", "C", "H", "H", "H", "C", "H", "H", "H", "Hg", "O", "C", "O", "C", "O", "N", "C", "C", "H", "H", "H", "H", "C", "C", "H", "H", "H", "N", "C", "C", "C", "C", "C", "C", "C", "C", "N", "C", "H", "H", "H", "H", "H", "H", "H", "H"], "positions_angstrom": [[-1.333, 3.758, -6.135], [-0.260, 3.218, -6.793], [-1.165, 4.433, -5.292], [-2.343, 3.354, -6.240], [0.676, 2.155, -6.660], [0.858, 1.353, -5.539], [1.214, 1.798, -4.567], [1.336, 0.401, -5.870], [-0.379, 4.180, -7.941], [-1.121, 4.992, -7.748], [-0.735, 3.575, -8.789], [0.620, 4.624, -8.017], [1.361, 1.911, -7.989], [2.042, 2.747, -8.187], [0.593, 1.911, -8.767], [1.921, 0.980, -7.997], [1.018, -0.585, -0.749], [-1.288, 0.405, -1.022], [-2.073, 0.166, -1.949], [-0.815, -2.186, -0.975], [-1.446, -2.179, -2.021], [-1.736, -3.316, -2.706], [-1.925, -1.071, -2.706], [-2.347, -2.966, -3.985], [-2.264, -1.447, -4.103], [-3.389, -3.323, -3.957], [-1.770, -3.542, -4.726], [-3.199, -0.964, -4.435], [-1.431, -1.222, -4.794], [-2.977, 1.202, -2.300], [-2.708, 2.348, -1.553], [-3.430, 1.401, -3.264], [-1.743, 2.352, -2.053], [-3.199, 3.265, -2.016], [-0.690, 0.662, 1.557], [-0.172, 0.216, 2.722], [-0.955, 0.050, 3.874], [-0.345, -0.307, 5.084], [1.022, -0.581, 5.151], [1.842, -0.526, 3.993], [3.210, -0.861, 3.984], [3.926, -0.844, 2.787], [3.218, -0.541, 1.599], [1.914, -0.244, 1.587], [1.230, -0.155, 2.754], [-1.690, 0.791, 1.436], [-0.129, 1.196, 0.887], [-2.025, 0.251, 3.813], [-0.950, -0.362, 5.985], [1.493, -0.860, 6.097], [3.693, -1.143, 4.918], [4.973, -1.071, 2.724], [3.724, -0.558, 0.634]], "s_squared": 0.7563, "total_energy_ev": -36953.4588, "spin_multiplicity": 2, "fmax_ev_per_a": 4.843, "homo_energy_ev": [-8.54, -8.53], "charge": 1}

{"formula": "C21H25N3O2", "method": "ωB97M-V/def2-TZVPD", "symbols": ["C", "C", "C", "C", "O", "N", "C", "C", "C", "N", "N", "C", "O", "C", "C", "C", "C", "C", "C", "C", "C", "C", "C", "C", "C", "C", "H", "H", "H", "H", "H", "H", "H", "H", "H", "H", "H", "H", "H", "H", "H", "H", "H", "H", "H", "H", "H", "H", "H", "H", "H"], "positions_angstrom": [[-1.258, -0.482, 2.947], [-1.742, 0.515, 1.936], [-3.131, 1.049, 2.109], [-4.031, 0.428, 1.016], [-4.956, -0.307, 1.286], [-3.672, 0.813, -0.215], [-4.207, 0.236, -1.434], [-4.594, 1.358, -2.392], [-3.159, -0.683, -2.060], [-1.134, 0.925, 0.900], [0.099, 0.509, 0.529], [0.499, 0.692, -0.761], [-0.187, 1.224, -1.601], [1.892, 0.121, -1.042], [3.001, 0.989, -0.490], [4.318, 0.580, -0.682], [5.369, 1.338, -0.202], [5.119, 2.522, 0.473], [3.815, 2.942, 0.657], [2.760, 2.181, 0.179], [1.945, -1.300, -0.528], [1.385, -2.321, -1.287], [1.363, -3.620, -0.811], [1.900, -3.916, 0.430], [2.459, -2.905, 1.193], [2.478, -1.604, 0.720], [-0.418, -1.073, 2.582], [-2.073, -1.157, 3.197], [-0.953, 0.032, 3.859], [-3.537, 0.790, 3.085], [-3.147, 2.130, 1.974], [-2.789, 1.303, -0.311], [-5.093, -0.339, -1.144], [-5.034, 0.946, -3.296], [-5.316, 2.023, -1.924], [-3.711, 1.932, -2.663], [-3.531, -1.104, -2.990], [-2.917, -1.498, -1.380], [-2.252, -0.118, -2.265], [0.674, -0.055, 1.152], [1.989, 0.106, -2.135], [4.513, -0.343, -1.209], [6.385, 1.006, -0.357], [5.939, 3.116, 0.848], [3.612, 3.868, 1.174], [1.748, 2.531, 0.320], [0.961, -2.093, -2.254], [0.926, -4.404, -1.412], [1.884, -4.929, 0.802], [2.882, -3.128, 2.162], [2.929, -0.824, 1.319]], "relative_energy_kj_mol": 162.6, "total_energy_ev": -30748.6276, "fmax_ev_per_a": 0.942, "homo_energy_ev": -8.90}

{"formula": "C21H25N3O2ReSbSe4", "method": "ωB97M-V/def2-TZVPD", "symbols": ["Re", "C", "N", "C", "C", "C", "N", "C", "C", "C", "C", "C", "C", "C", "O", "C", "C", "C", "N", "C", "C", "C", "C", "C", "C", "C", "O", "H", "H", "H", "H", "H", "H", "H", "H", "H", "H", "H", "H", "H", "H", "H", "H", "H", "H", "H", "H", "H", "H", "H", "H", "H", "Se", "Sb", "Se", "Se", "Se"], "positions_angstrom": [[-0.299, -0.192, 0.167], [2.970, 0.501, -0.913], [1.602, 0.691, -1.391], [1.272, 2.129, -1.431], [1.498, 2.910, -0.128], [0.874, 2.309, 1.144], [-0.452, 1.797, 0.838], [-1.461, 2.579, 1.075], [-2.716, 2.519, 0.418], [-3.869, 3.085, 0.997], [-5.070, 3.077, 0.342], [-5.150, 2.497, -0.939], [-4.041, 1.993, -1.561], [-2.766, 1.998, -0.925], [-1.725, 1.548, -1.513], [1.464, 0.094, -2.743], [0.192, -0.721, -2.948], [0.219, -2.063, -2.216], [0.500, -1.917, -0.784], [1.137, -2.885, -0.214], [1.693, -2.900, 1.101], [2.059, -4.138, 1.657], [2.672, -4.214, 2.881], [2.953, -3.030, 3.578], [2.636, -1.805, 3.048], [1.982, -1.688, 1.797], [1.695, -0.524, 1.319], [3.688, 1.038, -1.552], [3.216, -0.559, -0.914], [3.073, 0.851, 0.109], [0.225, 2.214, -1.720], [1.870, 2.628, -2.212], [1.046, 3.891, -0.302], [2.565, 3.065, 0.048], [0.821, 3.093, 1.909], [1.499, 1.509, 1.540], [-1.293, 3.402, 1.777], [-3.798, 3.485, 2.003], [-5.953, 3.490, 0.810], [-6.114, 2.435, -1.430], [-4.100, 1.529, -2.537], [2.321, -0.561, -2.919], [1.505, 0.888, -3.498], [0.076, -0.936, -4.014], [-0.674, -0.119, -2.662], [0.984, -2.705, -2.666], [-0.749, -2.559, -2.330], [1.317, -3.780, -0.810], [1.797, -5.041, 1.119], [2.929, -5.176, 3.304], [3.417, -3.086, 4.556], [2.845, -0.889, 3.586], [-4.747, -2.473, 2.353], [-2.601, -2.641, 1.310], [-2.384, -0.988, -0.640], [-1.002, -0.853, 2.317], [-1.648, -4.801, 0.807]], "s_squared": 3.7856, "total_energy_ev": -300804.2262, "spin_multiplicity": 4, "fmax_ev_per_a": 2.741, "homo_energy_ev": [-4.33, -4.43], "charge": -1}

{"formula": "C21H25N3O3PdS2Se4", "method": "ωB97M-V/def2-TZVPD", "symbols": ["Pd", "O", "S", "C", "C", "C", "C", "S", "O", "C", "C", "C", "C", "C", "C", "C", "C", "C", "C", "C", "C", "H", "H", "H", "H", "H", "H", "H", "H", "H", "H", "H", "H", "H", "H", "H", "H", "H", "H", "Se", "Se", "Se", "Se", "C", "N", "C", "C", "C", "N", "C", "O", "N", "H", "H", "H", "H", "H", "H", "H"], "positions_angstrom": [[1.471, -1.580, 0.975], [-1.073, -2.044, -0.350], [-2.160, -1.156, -0.816], [-1.529, 0.576, -0.792], [-0.170, 0.631, -0.111], [0.254, 2.032, 0.325], [-0.621, 2.704, 1.381], [-0.194, 2.492, 3.133], [-0.306, 1.052, 3.467], [1.551, 2.873, 2.991], [2.452, 1.820, 3.004], [3.809, 2.098, 2.892], [4.244, 3.411, 2.783], [3.329, 4.459, 2.786], [1.974, 4.192, 2.895], [-3.230, -0.951, 0.620], [-2.684, -1.250, 1.861], [-3.467, -1.069, 2.993], [-4.773, -0.613, 2.878], [-5.314, -0.340, 1.626], [-4.540, -0.514, 0.487], [-2.258, 1.186, -0.258], [-1.499, 0.890, -1.837], [0.591, 0.231, -0.786], [-0.189, -0.025, 0.770], [0.280, 2.697, -0.544], [1.288, 1.961, 0.672], [-1.653, 2.342, 1.367], [-0.664, 3.788, 1.241], [2.082, 0.804, 3.079], [4.516, 1.279, 2.872], [5.302, 3.620, 2.690], [3.673, 5.483, 2.705], [1.251, 5.000, 2.904], [-1.670, -1.641, 1.936], [-3.042, -1.295, 3.962], [-5.378, -0.477, 3.767], [-6.340, -0.002, 1.537], [-4.951, -0.314, -0.497], [5.127, -2.445, -0.619], [3.956, -1.269, 1.047], [2.848, -2.857, 2.621], [0.470, -3.377, 2.595], [-0.551, -1.080, -6.189], [-0.010, -1.646, -4.973], [0.377, -2.950, -4.946], [0.926, -3.496, -3.853], [1.118, -2.628, -2.706], [0.705, -1.363, -2.722], [0.112, -0.836, -3.810], [-0.341, 0.308, -3.865], [1.758, -3.118, -1.663], [0.187, -1.110, -6.995], [-0.816, -0.049, -5.978], [-1.446, -1.623, -6.509], [0.205, -3.511, -5.857], [1.225, -4.533, -3.827], [1.970, -4.100, -1.634], [1.819, -2.669, -0.725]], "relative_energy_kj_mol": 252.3, "total_energy_ev": -319332.0423, "fmax_ev_per_a": 1.694, "homo_energy_ev": 0.07, "charge": -2}

{"formula": "C21H25N3O4", "method": "ωB97M-V/def2-TZVPD", "symbols": ["C", "C", "O", "C", "C", "C", "C", "C", "O", "N", "C", "C", "O", "N", "C", "C", "N", "C", "C", "C", "C", "C", "C", "O", "C", "C", "C", "C", "H", "H", "H", "H", "H", "H", "H", "H", "H", "H", "H", "H", "H", "H", "H", "H", "H", "H", "H", "H", "H", "H", "H", "H", "H"], "positions_angstrom": [[5.390, 1.425, -1.218], [5.449, 1.012, 0.250], [5.200, -0.368, 0.438], [3.934, -0.847, 0.358], [3.807, -2.234, 0.489], [2.569, -2.831, 0.439], [1.421, -2.065, 0.232], [0.101, -2.742, 0.200], [-0.169, -3.708, 0.888], [-0.814, -2.173, -0.635], [-2.125, -2.755, -0.810], [-3.261, -1.737, -0.860], [-3.959, -1.647, -1.855], [-3.479, -0.972, 0.231], [-2.704, -0.958, 1.450], [-2.584, 0.500, 1.965], [-2.752, 1.480, 0.908], [-1.654, 1.658, 0.026], [-1.593, 1.180, -1.277], [-0.496, 1.454, -2.078], [0.554, 2.210, -1.588], [0.502, 2.711, -0.299], [-0.597, 2.449, 0.506], [-0.646, 2.986, 1.754], [-4.079, 1.400, 0.322], [-4.596, -0.051, 0.244], [1.547, -0.687, 0.120], [2.786, -0.078, 0.186], [4.398, 1.259, -1.630], [6.103, 0.840, -1.793], [5.641, 2.478, -1.312], [4.760, 1.615, 0.854], [6.462, 1.158, 0.636], [4.702, -2.816, 0.637], [2.466, -3.899, 0.553], [-0.526, -1.460, -1.286], [-2.273, -3.452, 0.022], [-2.177, -3.317, -1.750], [-1.713, -1.364, 1.265], [-3.194, -1.577, 2.213], [-3.361, 0.699, 2.711], [-1.610, 0.629, 2.440], [-2.406, 0.595, -1.678], [-0.467, 1.074, -3.088], [1.407, 2.424, -2.214], [1.291, 3.331, 0.097], [-1.551, 2.882, 2.083], [-4.758, 1.990, 0.951], [-4.051, 1.862, -0.665], [-5.177, -0.213, -0.665], [-5.221, -0.282, 1.113], [0.672, -0.064, 0.008], [2.831, 0.996, 0.110]], "relative_energy_kj_mol": 188.1, "total_energy_ev": -34843.8563, "fmax_ev_per_a": 0.461, "homo_energy_ev": -8.47}